No. 1
Formula: C23H14Cl4N4O
Source: the OMol25 dataset
Level of theory: wB97M-V/def2-TZVPD

Geometry as XYZ:
```
46
Properties=species:S:1:pos:R:3:forces:R:3
O -1.739794 -2.502505 -2.845694 0.53 -0.10 1.36
C -1.201699 -1.722340 -2.069941 -1.61 0.32 -2.10
C -0.803369 -0.358363 -2.624853 1.59 -0.50 1.64
C 0.387731 0.119258 -1.782160 0.69 0.89 -0.29
C 0.112702 0.036053 -0.299718 -1.30 -1.65 -0.26
C 0.566054 1.120777 0.577908 0.12 -0.23 0.34
C 1.655223 1.980338 0.474579 -0.48 0.85 0.98
C 2.717975 2.039430 -0.563823 0.71 -0.74 -0.54
C 2.926906 3.251522 -1.251698 -0.12 -0.39 0.15
C 3.907278 3.368604 -2.231917 0.23 -1.57 -0.28
C 4.677793 2.228238 -2.593754 -0.88 0.25 1.04
C 4.505645 0.997103 -1.920839 -0.63 1.07 -0.17
Cl 5.435130 -0.385105 -2.410088 -0.11 0.34 0.10
C 3.531496 0.899305 -0.914459 -0.35 0.97 0.46
Cl 3.380429 -0.601377 -0.030726 -0.08 0.47 -0.23
N 1.620483 2.945518 1.503798 -0.06 -1.27 -1.45
C 0.545564 2.640364 2.206970 -0.16 1.34 1.15
C 0.002525 3.376832 3.355565 -0.55 -1.68 -0.54
C -1.099336 2.866395 4.001464 0.98 -0.04 -0.51
C -1.683064 1.613139 3.568975 1.06 0.85 -0.96
C -1.206731 0.993668 2.431484 -0.27 0.43 1.00
N -0.117389 1.533703 1.727297 -0.75 -0.48 0.58
N -0.584706 -0.974588 0.167699 0.68 1.67 0.32
N -1.100368 -1.930048 -0.696706 0.95 0.81 -1.10
C -1.943159 -2.907962 -0.130825 -1.36 -0.10 0.45
C -3.334346 -2.579940 0.025556 0.47 -1.65 0.45
Cl -3.990969 -1.017634 -0.342759 0.51 -0.12 -0.12
C -4.248643 -3.550858 0.495257 0.84 0.69 -0.33
C -3.793045 -4.802233 0.867575 1.83 0.75 -0.71
C -2.415234 -5.106790 0.773661 -0.30 0.31 -0.14
C -1.489534 -4.191053 0.245295 -0.79 0.18 0.35
Cl 0.208320 -4.662735 0.120649 -1.05 0.49 -0.02
H -1.620001 0.346074 -2.618791 -0.51 0.07 0.47
H -0.498130 -0.420571 -3.652237 0.07 -0.52 -0.44
H 0.668659 1.137432 -2.083814 -0.12 -0.15 0.27
H 1.304424 -0.469398 -1.978535 -0.50 -0.10 -0.08
H 2.261593 4.098603 -1.051866 0.35 -0.38 0.15
H 3.989526 4.298064 -2.782823 0.23 -0.12 0.04
H 5.400946 2.270126 -3.384749 0.21 0.10 -0.22
H 0.486064 4.262728 3.730748 0.22 0.09 -0.28
H -1.441808 3.416884 4.879301 -0.22 -0.41 -0.25
H -2.486396 1.200447 4.156761 -0.10 -0.27 -0.25
H -1.640567 0.052705 2.118014 0.38 0.17 -0.38
H -5.300749 -3.309942 0.556675 0.03 0.09 -0.01
H -4.498658 -5.531272 1.167069 -0.40 -0.69 0.45
H -2.054773 -6.068597 1.110477 0.00 -0.05 -0.11
```
Forces are in eV/Å.

For the energy above the lowest of the compared OMol25 structures with the same formula, charge and spin, the calculation gives 0.0 kcal per mole. Its structure (SMILES) is O=C1CCC(c2c(-c3cccc(Cl)c3Cl)nc3ccccn23)=NN1c1c(Cl)cccc1Cl. The calculation puts the HOMO energy at -8.2 eV. As for the LUMO energy: 0.018 eV. The value obtained for the frontier orbital gap is 8.2 eV. As for the total energy: -82175.6287 eV.

No. 2
Formula: C23H14N5O7V
Source: the OMol25 dataset
Level of theory: wB97M-V/def2-TZVPD

Geometry as XYZ:
```
50
Properties=species:S:1:pos:R:3:forces:R:3
V 1.269487 0.031968 0.069538 -0.58 -0.35 -0.50
O -0.970571 6.077443 -0.185112 0.10 -0.55 0.20
C 0.290614 6.326089 -0.539846 -0.06 -0.20 0.18
O 0.673749 7.453437 -0.748187 -0.09 0.03 -0.08
C 1.223768 5.172643 -0.661443 0.31 0.25 -0.20
C 2.542086 5.354218 -1.057890 -0.25 -0.27 0.16
N 3.122665 4.145222 -1.067610 -0.70 0.20 -0.16
N 2.279529 3.177625 -0.704406 -0.03 -0.08 -0.01
C 1.119663 3.774958 -0.452468 -0.04 0.27 -0.04
C -0.036923 2.939654 0.020277 0.50 0.87 -0.31
O -1.165304 3.425847 0.161964 0.32 -0.07 0.12
O 0.297196 1.741734 0.238825 -0.57 -1.16 0.42
H -1.110261 5.099536 0.022886 0.12 0.42 -0.35
H 3.068611 6.253818 -1.310077 0.05 0.13 -0.02
H 4.105318 3.901407 -1.253058 -0.45 0.32 0.07
O -0.709280 -0.809691 -0.595503 0.37 0.34 0.12
C -0.947447 -2.149002 -0.113553 -0.14 0.03 -0.11
C 0.456139 -2.806812 -0.005944 0.21 -0.28 -0.02
O 0.556355 -4.017370 0.052206 -0.27 0.13 0.02
O 1.424741 -1.968622 0.055410 0.37 0.48 0.28
C -1.528870 -2.106825 1.287706 0.05 -0.13 0.08
C -1.462473 -0.965832 2.076659 -0.02 0.16 -0.13
C -1.962739 -0.982234 3.373146 0.02 0.02 0.00
C -2.515534 -2.137809 3.891969 -0.02 -0.07 0.02
C -2.573422 -3.285351 3.108999 0.01 0.07 0.01
C -2.084981 -3.270061 1.816715 0.03 -0.02 0.01
C -1.876075 -2.826396 -1.106573 -0.07 -0.01 -0.03
C -1.423255 -3.714109 -2.071996 0.09 0.04 0.02
C -2.300980 -4.229470 -3.012439 0.01 -0.06 -0.07
C -3.635129 -3.864379 -3.005974 -0.11 0.01 -0.02
C -4.096466 -2.972146 -2.048814 -0.01 -0.05 -0.07
C -3.221091 -2.462969 -1.107789 0.06 0.03 0.09
H -1.478363 -0.253561 -0.413971 0.00 0.06 -0.07
H -1.041213 -0.039768 1.689762 -0.05 -0.12 0.09
H -1.910963 -0.083929 3.971330 0.00 0.05 0.04
H -2.898434 -2.151530 4.902874 -0.02 0.01 0.05
H -2.999517 -4.195154 3.506548 -0.03 -0.06 0.05
H -2.119594 -4.165799 1.211153 0.02 -0.01 -0.03
H -0.387952 -4.017143 -2.078248 0.04 -0.02 0.00
H -1.935332 -4.924439 -3.755389 0.02 -0.04 -0.04
H -4.314521 -4.274221 -3.741641 -0.02 0.00 -0.02
H -5.135767 -2.677021 -2.032836 -0.07 0.02 0.00
H -3.591467 -1.780177 -0.352995 -0.02 0.03 0.05
N 3.205528 0.491814 0.572219 0.59 -0.52 0.17
C 4.357030 0.635175 0.507856 -1.29 0.48 -0.09
C 5.626022 1.124713 0.305782 0.48 -0.22 0.10
C 6.769383 0.398633 0.688728 0.18 -0.02 -0.02
N 7.701517 -0.199741 1.004959 0.17 -0.09 0.06
C 5.694125 2.381464 -0.308287 0.06 0.20 -0.02
N 5.650379 3.424144 -0.805438 0.73 -0.25 0.01
```
Forces are in eV/Å.

For the energy above the lowest of the compared OMol25 structures with the same formula, charge and spin, the calculation gives 16.4 kcal per mole. The calculation puts the HOMO energy (alpha / beta) at -5.7 / -6.2 eV. Its spin multiplicity is 4. As for the LUMO energy (alpha / beta): 2.362 / 2.257 eV. The net charge is -1. The value obtained for the frontier orbital gap (alpha / beta) is 8.1 / 8.5 eV. As for the total energy: -71553.6699 eV.